# 1
Here is the molecule C5H9NO from the OMol25 dataset. Energies are from the ωB97M-V functional and the def2-TZVPD basis.

Each line ends with the Löwdin charge.
Element x y z (Å)
C -1.35509 -0.25437 1.18991  -0.0590
C -1.23543 0.05119 -0.28432  -0.3339
N -0.89382 1.42373 -0.64259  0.0458
C 0.04267 0.34377 -0.99053  -0.2805
C 1.40092 0.33317 -0.30158  -0.1139
C 1.87712 -1.00646 0.24021  -0.2439
O 1.17147 -1.95655 0.48138  0.0454
H -0.77827 0.46777 1.77656  0.0797
H -2.39996 -0.17698 1.51367  0.0748
H -0.99512 -1.26330 1.40456  0.0643
H -1.98033 -0.45433 -0.90211  0.1355
H -1.42594 1.73963 -1.44976  0.0928
H 0.07345 0.07486 -2.04587  0.1372
H 1.30751 1.04445 0.52643  0.1222
H 2.21494 0.72099 -0.93392  0.1144
H 2.97586 -1.08758 0.41796  0.1190

Properties
Energy above the lowest of the compared OMol25 structures with the same formula, charge and spin: 2.066 eV
Molecular weight: 99.13 g/mol
Structure (SMILES): C[C@H]1N[C@H]1CC=O
Calculated total energy: -325.86163 a.u.
HOMO energy: -9.70 eV

# 2
Here is the ion C3H9BrNO with charge +1 in a non-equilibrium geometry from the OMol25 dataset. Energies are from the ωB97M-V functional and the def2-TZVPD basis.

Each line ends with the Löwdin charge.
Element x y z (Å)
C 0.67152 -0.61859 -0.20804  -0.2290
C 1.63884 0.26134 0.56763  -0.6226
C -0.73869 -0.26082 0.29034  -0.3187
N -1.19716 0.95752 -0.58401  0.2498
O -1.48533 -1.40183 -0.06904  0.0285
Br 3.53997 0.09506 -0.01746  0.6375
H 0.80037 -0.42766 -1.34654  0.1563
H 0.95835 -1.71139 0.10717  0.1735
H 1.80393 0.00392 1.66544  0.0816
H 1.26840 1.37764 0.50059  0.0913
H -0.92665 -0.07236 1.27580  0.1390
H -1.40996 0.48253 -1.52881  0.2138
H -0.38062 1.52624 -0.46790  0.1293
H -2.15917 1.21076 -0.39414  0.1678
H -2.38380 -1.42236 0.20898  0.1018

Properties
Energy above the lowest of the compared OMol25 structures with the same formula, charge and spin: 0.735 eV
Molecular weight: 155.02 g/mol
Structure (SMILES): [NH3+][C@@H](O)CCBr
Total charge: +1
Calculated total energy: -2823.40583 a.u.
HOMO energy: -13.65 eV

# 3
Here is a cluster of 2 separate species, CBrNO4 in total in a non-equilibrium geometry from the OMol25 dataset. Energies are from the ωB97M-V functional and the def2-TZVPD basis.

Each line ends with the Löwdin charge.
Element x y z (Å)
C -2.51144 0.11168 0.36703  -0.2802
N 1.50732 -0.03619 -0.33287  -0.6239
O 1.39712 -0.92853 -1.04576  0.0797
O -3.03118 0.96780 -0.12286  0.2686
O 0.83477 0.74746 0.20555  0.0849
O -1.77783 -0.94834 0.74356  0.0075
Br 3.58123 0.08612 0.18535  0.4635

Properties
Energy above the lowest of the compared OMol25 structures with the same formula, charge and spin: 0.487 eV
Molecular weight: 169.92 g/mol
Structure (SMILES): O=[N+]([O-])Br.O=C=O
Calculated total energy: -2967.69878 a.u.
HOMO energy: -10.86 eV

# 4
Here is the molecule C3H4ClF in a non-equilibrium geometry from the OMol25 dataset. Energies are from the ωB97M-V functional and the def2-TZVPD basis.

Each line ends with the Löwdin charge.
Element x y z (Å)
C -0.05773 0.22648 -0.23337  -0.2614
C 1.29460 0.35326 0.58106  -0.0942
C -1.28596 -0.58031 0.02297  -0.5860
F 2.29647 0.99384 -0.00950  0.0049
Cl -2.77914 0.23447 0.12884  0.6125
H -0.42585 1.18317 -0.63601  0.0966
H 0.52775 -0.20076 -1.00088  0.0869
H 1.70272 -0.49968 0.92673  0.0542
H -1.27286 -1.71047 0.22015  0.0865

Properties
Energy above the lowest of the compared OMol25 structures with the same formula, charge and spin: 3.825 eV
Molecular weight: 94.52 g/mol
Calculated total energy: -676.60091 a.u.
HOMO energy (spin up / spin down): -8.35 / -8.19 eV